This record from OMol25 describes 6 unconnected molecules or ions with the total composition C8H28O6. The level of theory is ωB97M-V/def2-TZVPD.

```
42
Properties=species:S:1:pos:R:3:forces:R:3
C -3.25444 2.02920 1.01824 0.5 0.1 0.2
C -3.76582 1.12874 -0.08909 0.0 0.3 0.4
O -5.11744 0.72305 0.12583 0.0 -0.1 -0.2
H -3.39148 1.59312 2.01295 -0.2 -0.1 -0.1
H -3.70990 3.01903 1.01400 -0.2 -0.1 0.0
H -2.17540 2.17646 0.91921 -0.1 0.0 -0.1
H -3.10049 0.26589 -0.18946 -0.1 0.0 -0.1
H -3.75949 1.69026 -1.02236 0.0 -0.2 -0.1
H -5.14444 0.16999 0.91160 0.0 0.0 0.0
C -2.03223 -2.54476 1.20577 0.2 0.9 0.3
C -2.03545 -2.30386 2.71840 -0.3 -0.6 -0.4
O -2.19269 -0.93791 3.08087 0.0 -0.2 -0.2
H -1.62386 -3.52129 0.95818 -0.2 -0.1 0.0
H -1.39548 -1.78248 0.74611 0.0 -0.1 -0.1
H -3.03786 -2.41692 0.80144 0.0 -0.2 -0.1
H -1.09281 -2.66235 3.13089 0.0 0.2 0.2
H -2.85383 -2.88636 3.15761 0.2 -0.1 0.2
H -3.06597 -0.68341 2.76245 0.1 0.2 0.1
C 3.09269 0.55120 0.75557 -0.1 0.0 -0.1
C 2.82621 -0.94979 0.84180 1.1 0.3 -0.2
O 1.45085 -1.29081 0.76368 -0.2 0.1 0.0
H 2.89385 0.95986 -0.23806 -0.4 -0.2 0.0
H 4.14857 0.78729 0.90780 -0.1 -0.2 0.4
H 2.45475 1.07587 1.46922 0.2 0.2 0.1
H 3.27070 -1.39136 1.73989 -0.1 0.2 0.1
H 3.37290 -1.40739 0.01051 -0.5 -0.3 0.0
H 1.07123 -1.15393 1.64075 0.0 -0.1 -0.1
C 3.75728 -0.12359 -3.36880 0.1 -0.5 0.6
C 2.39482 -0.80127 -3.18952 0.6 0.1 -1.0
O 1.36739 0.13353 -2.88615 0.0 0.1 0.0
H 3.74802 0.53278 -4.23755 0.0 0.2 0.1
H 4.55530 -0.85550 -3.52417 -0.2 -0.1 -0.2
H 4.05681 0.40482 -2.46140 -0.2 0.3 -0.1
H 2.41439 -1.57090 -2.42312 -0.1 0.1 0.2
H 2.17204 -1.28570 -4.14985 -0.2 -0.2 0.2
H 1.37837 0.79572 -3.58756 -0.1 0.0 0.1
O -0.00443 0.98839 -0.44790 -0.2 -0.1 -0.2
H 0.16990 0.87783 -1.39890 0.1 -0.1 0.4
H 0.42889 0.22631 -0.02820 0.0 0.1 -0.2
O 0.38277 3.76221 -0.01303 -0.1 -0.4 0.1
H 1.12501 3.88547 0.58663 -0.1 0.0 0.0
H 0.22074 2.79255 -0.02428 0.2 0.4 -0.1
```
Positions in Å, forces in eV/Å.

The molar mass is 220.31 u. As for the energy above the lowest of the compared OMol25 structures with the same formula, charge and spin: 0.0 kcal/mol. The spin multiplicity is 1. As for the SMILES: CCO.CCO.CCO.CCO.O.O.

This record from OMol25 describes 5 unconnected molecules or ions with the total composition C8H2Cl16F3. The level of theory is ωB97M-V/def2-TZVPD.

```
29
Properties=species:S:1:pos:R:3:forces:R:3
C 3.78711 -4.28404 -3.13698 0.0 0.1 -0.2
C 2.64783 -4.59448 -3.42647 -1.4 0.3 -0.1
C 1.22507 -4.74672 -3.74825 1.5 0.8 1.1
C 0.50746 -3.46677 -3.39182 1.1 -2.7 -0.8
F 1.21945 -2.35219 -3.55150 0.2 0.8 0.0
F -0.60953 -3.32374 -4.15054 -0.8 0.5 -0.1
F 0.04759 -3.46090 -2.10031 -0.4 0.5 0.5
H 4.71796 -3.84679 -2.87013 0.1 -0.3 0.0
H 0.81538 -5.51542 -3.08466 -0.2 -0.1 -0.4
C -1.82104 -0.04028 -2.93988 0.1 -0.2 -0.1
Cl -2.88574 -1.38540 -3.36047 0.0 0.2 0.1
Cl -0.79793 -0.48933 -1.57722 -0.1 0.1 0.0
Cl -0.81109 0.37086 -4.33054 -0.1 0.0 0.1
Cl -2.80267 1.37100 -2.48633 0.1 -0.1 0.0
C -3.88199 3.09259 0.95011 0.1 -0.2 -0.1
Cl -4.67196 1.51748 1.08999 0.0 0.1 0.0
Cl -4.03690 3.68180 -0.70874 -0.1 0.2 0.1
Cl -4.64738 4.24004 2.06209 0.0 0.0 0.0
Cl -2.16826 2.92999 1.34992 -0.3 0.1 0.0
C 1.11647 4.39510 3.00920 0.0 0.0 -0.1
Cl 0.79596 2.96070 2.02783 0.3 0.2 -0.1
Cl -0.03880 4.46474 4.34954 0.0 0.0 0.0
Cl 2.76340 4.32486 3.65049 -0.1 0.0 0.0
Cl 0.93857 5.84203 2.00819 0.0 0.0 0.0
C 1.78076 -0.37120 4.83807 0.0 0.0 -0.1
Cl 1.19338 1.29559 4.77972 0.0 -0.3 0.3
Cl 2.90167 -0.55544 6.19730 0.0 0.0 0.0
Cl 0.41247 -1.47078 5.05013 0.1 0.0 0.0
Cl 2.61497 -0.75196 3.32859 0.0 0.0 0.1
```
Positions in Å, forces in eV/Å.

The molar mass is 722.35 u. The calculation puts the energy at -7968.60986 Ha. The spin multiplicity is 1. The total charge is -1.

This record from OMol25 describes a single C8H2FP molecule. The level of theory is ωB97M-V/def2-TZVPD.

```
12
Properties=species:S:1:pos:R:3:forces:R:3
C 1.59051 1.66356 3.82913 -0.1 -1.7 -2.2
C 1.49519 1.15886 2.71462 0.9 2.0 3.0
C 1.65987 0.89500 1.40359 -1.1 -1.4 -3.1
C 1.53442 0.54183 0.22899 0.6 0.8 0.9
P 1.80178 0.15164 -1.50184 -3.1 0.8 -0.7
F 1.53154 1.66473 -2.21843 0.3 -2.2 1.2
C -0.03248 -0.62252 -1.76599 2.1 1.2 1.0
C -1.16884 -1.05066 -1.67105 2.4 0.8 -0.8
C -2.37965 -1.59108 -1.89368 -1.5 -0.3 0.7
C -3.50016 -2.02647 -1.88555 0.4 -0.4 -0.5
H 1.82494 1.82330 4.84292 -0.2 0.4 0.5
H -4.35713 -2.60820 -2.08271 -0.5 0.0 0.1
```
Positions in Å, forces in eV/Å.

The molar mass is 148.08 u. The calculation puts the energy at -747.00181 Ha. The spin multiplicity is 1. As for the SMILES: C#CC#CP(F)C#CC#C.